No. 1
This record from the Open Molecules 2025 dataset describes a cluster of 2 separate species, C5H12O in total. The level of theory is ωB97M-V/def2-TZVPD.

The geometry in XYZ format:
```
18
Properties=species:S:1:pos:R:3:forces:R:3
H -1.731 0.619 -0.863 0.13 -0.16 0.10
H 0.060 1.284 2.293 -0.02 0.01 -0.19
C -0.494 1.124 1.371 -0.10 0.02 0.10
O -0.845 -1.212 -1.347 -0.11 -0.06 -0.17
H 1.247 1.860 -1.710 0.02 -0.23 -0.25
C 0.283 -1.233 1.294 -0.02 -0.03 0.08
H -1.520 -1.387 -2.014 0.18 -0.03 0.11
H 0.819 -1.802 0.528 -0.13 0.20 0.03
H -0.452 -1.908 1.749 0.15 -0.08 -0.05
C 1.626 0.920 -1.300 0.13 0.03 -0.34
H 1.530 1.027 -0.224 0.12 -0.38 -0.11
C -0.466 -0.049 0.748 -0.26 -0.10 0.24
C -1.408 -0.324 -0.396 -0.26 0.20 0.33
H 1.084 0.048 -1.705 0.03 0.55 0.42
H -1.101 1.950 1.007 0.12 -0.10 0.01
H -2.289 -0.789 0.072 -0.05 0.01 -0.19
H 2.670 0.798 -1.575 0.15 0.17 0.00
H 0.987 -0.927 2.072 -0.09 -0.02 -0.11
```
Forces are in eV/Å.

The orbital gap is 10.020 eV. Its largest force on an atom is 0.7 eV/A. As for the molar mass: 88.1 g mol⁻¹. As for the SMILES: C=C(C)CO.C. The value obtained for the HOMO energy is -9.24 eV.



No. 2
This record from the Open Molecules 2025 dataset describes the ion CH3NO3P with charge -1 at a distorted geometry. The level of theory is ωB97M-V/def2-TZVPD.

The geometry in XYZ format:
```
9
Properties=species:S:1:pos:R:3:forces:R:3
O 1.539 -0.105 -0.589 -0.76 0.42 -0.10
P 0.222 -1.046 0.373 0.58 1.36 2.43
O 0.079 -2.269 -0.431 -0.35 -1.35 -1.48
H -1.940 -0.569 0.716 -2.59 -1.46 1.72
C -1.322 0.007 0.163 2.98 3.12 -3.27
N 2.247 0.965 -0.364 1.51 0.09 -0.93
H -1.649 0.211 -0.901 0.10 -0.69 1.03
H -1.108 1.026 0.574 -0.30 -0.93 0.18
O 1.932 1.780 0.460 -1.17 -0.55 0.43
```
Forces are in eV/Å.

The orbital gap is 7.618 eV. Its largest force on an atom is 5.4 eV/A. As for the molar mass: 108.0 g mol⁻¹. As for the SMILES: CP([O-])ON=O. The value obtained for the HOMO energy is -3.07 eV. The total charge is -1.



No. 3
This record from the Open Molecules 2025 dataset describes a cluster of 2 separate species, C4H12 in total at a distorted geometry. The level of theory is ωB97M-V/def2-TZVPD.

The geometry in XYZ format:
```
16
Properties=species:S:1:pos:R:3:forces:R:3
H 2.142 2.303 1.071 0.02 -0.12 -0.05
H 0.543 2.634 0.487 -0.17 -0.31 -0.25
C -1.718 -1.115 0.600 0.94 0.15 -0.34
H 1.620 1.585 -1.825 0.16 0.03 0.01
C -1.548 -2.529 0.042 -0.75 -0.42 1.44
H -1.169 -0.442 -0.066 -0.51 0.28 -0.03
H -1.231 -0.937 1.560 -0.19 -0.42 0.16
C 1.557 2.412 0.156 0.79 0.49 0.23
H -0.643 -3.018 0.400 0.38 0.28 -0.54
H 2.618 0.647 -0.755 0.03 -0.06 0.43
H -1.673 -2.549 -1.033 0.21 -0.16 -0.12
H -2.318 -3.166 0.499 -0.10 0.04 -0.37
C 1.701 1.223 -0.795 -1.27 0.54 -0.68
H 1.915 3.325 -0.328 0.06 -0.03 0.12
H 0.803 0.610 -0.703 0.39 -0.55 0.19
H -2.767 -0.850 0.695 0.01 0.26 -0.20
```
Forces are in eV/Å.

The orbital gap is 12.721 eV. Its largest force on an atom is 1.7 eV/A. As for the molar mass: 60.1 g mol⁻¹. As for the SMILES: CC.CC. The value obtained for the HOMO energy is -11.59 eV.



No. 4
This record from the Open Molecules 2025 dataset describes a structure of composition C57H73BN2O4P4Sc at a distorted geometry. The level of theory is ωB97M-V/def2-TZVPD.

The geometry in XYZ format:
```
142
Properties=species:S:1:pos:R:3:forces:R:3
H -1.335 4.640 -0.581 0.01 0.06 0.04
H -0.188 5.891 -2.009 0.02 0.04 -0.02
H -5.737 5.545 0.537 0.00 -0.01 -0.01
C 1.418 -4.085 -4.542 0.05 -0.05 -0.14
H -4.537 -0.296 -3.355 0.04 0.06 0.05
H 1.526 5.752 -2.452 -0.03 0.03 -0.02
C 5.144 1.045 0.468 0.00 -0.02 0.04
H -4.830 -3.944 1.494 -0.01 -0.03 -0.01
H -2.768 -0.319 -3.281 -0.01 0.04 -0.08
C 0.406 1.216 3.723 0.08 -0.17 -0.06
C 0.510 -2.676 -2.257 -0.06 0.10 -0.26
Sc -0.211 -0.126 -0.608 1.30 -0.73 0.44
C -1.304 2.860 4.105 -0.02 0.07 0.04
H 1.702 2.248 1.321 0.03 0.05 0.02
C 0.423 3.883 -2.613 0.12 -0.29 0.09
O 0.242 0.125 -2.613 -0.22 0.25 -0.24
H -0.954 3.568 -4.252 0.03 0.04 -0.01
C -2.282 -4.099 0.198 -0.04 0.05 0.03
C -2.768 -3.234 -3.285 -0.05 0.02 0.06
C -5.622 2.192 0.017 -0.01 -0.07 -0.03
C -0.055 -3.912 4.202 -0.01 -0.08 0.03
H 1.444 3.505 5.984 -0.03 0.01 0.01
C -4.249 2.059 -0.119 0.03 0.21 0.10
H -1.779 -2.810 -3.465 -0.01 -0.04 -0.02
C 4.782 -0.297 0.386 -0.24 -0.09 0.16
C -3.700 -2.198 -2.642 0.39 -0.03 0.07
H -0.812 4.397 5.519 -0.01 -0.01 0.00
P -2.942 -1.687 -0.985 -0.57 0.48 0.36
C 2.379 -3.449 0.552 -0.06 0.16 -0.08
C 1.194 -2.740 -4.615 0.01 0.05 -0.05
C -3.930 4.442 0.218 0.07 0.01 -0.04
H 6.685 2.490 0.118 0.00 0.00 0.00
H -2.020 -1.603 1.572 -0.04 -0.02 0.09
H -5.530 -2.731 -3.625 -0.01 -0.02 0.00
H 3.331 2.918 -0.802 0.06 0.03 -0.02
H 1.444 0.179 -5.342 -0.01 0.01 -0.03
H -5.788 -2.161 -1.976 -0.02 -0.01 -0.03
O 0.100 -0.380 1.563 -0.47 -0.17 -0.65
H 1.779 -4.627 -5.405 0.00 0.00 0.01
H 2.526 3.579 -3.125 -0.02 -0.03 -0.05
H -6.286 1.339 -0.047 0.04 -0.02 -0.01
H 2.692 3.532 2.064 0.01 0.02 0.01
H 2.153 5.914 1.234 0.00 0.00 0.01
H 1.428 3.544 -4.505 -0.02 0.01 0.00
C -2.919 -2.215 1.691 -0.05 0.06 -0.16
H -2.333 -4.789 1.046 -0.04 0.01 0.01
C 1.156 -4.760 -3.337 -0.03 0.10 0.01
H 4.679 -2.261 2.749 0.01 -0.05 0.03
C 0.470 -0.599 -3.607 0.09 -0.07 -0.24
H -3.295 5.314 0.306 0.03 -0.02 0.00
H 8.280 0.825 -0.771 0.00 0.00 0.00
C 1.239 1.859 4.634 -0.06 -0.04 -0.04
N -3.456 0.939 -0.328 -0.07 -0.03 0.00
H 3.326 -0.418 3.226 0.00 -0.05 -0.01
C -1.028 3.709 -0.098 0.18 -0.10 -0.05
H -0.024 1.046 -4.854 0.03 -0.01 -0.02
P 0.548 3.111 -0.893 -0.44 0.31 0.27
H 1.306 -5.832 -3.284 -0.03 -0.01 0.01
H -1.112 2.367 -2.954 -0.03 0.04 -0.07
H 2.919 1.081 2.371 -0.02 -0.01 0.01
H -5.140 -3.783 -2.268 -0.05 0.03 0.01
C 0.485 -3.918 5.480 -0.01 0.00 -0.05
C 3.152 3.949 -0.484 -0.11 0.01 -0.01
O 2.124 -0.367 -0.232 -0.39 0.15 -0.24
C -4.701 -3.499 0.503 0.04 0.03 -0.01
H 0.363 -4.786 6.115 0.00 0.00 -0.01
C -4.122 -0.333 -0.492 0.09 -0.19 -0.07
H -4.893 -0.237 -1.260 -0.06 -0.02 0.03
C 3.170 -2.534 1.232 -0.01 0.16 -0.06
C -6.142 3.461 0.251 -0.02 0.07 0.01
H 3.355 -6.279 2.127 0.01 0.01 0.00
B -2.046 1.304 -0.355 -0.60 0.25 -0.15
C -5.309 4.569 0.349 -0.06 -0.01 0.00
H 0.454 5.709 0.816 0.03 0.03 0.01
P 3.101 -0.781 0.820 0.40 0.01 0.32
H -2.649 -4.121 -2.661 0.00 0.00 -0.08
C -0.934 3.424 -3.168 0.02 -0.06 0.07
H 0.456 -4.607 -1.323 0.01 -0.01 -0.01
H -0.141 -0.532 -5.670 0.02 -0.01 -0.01
H 0.285 5.729 -3.701 -0.01 0.00 -0.01
C -0.474 3.500 5.016 0.00 0.01 -0.01
H 4.760 -4.645 3.347 -0.01 -0.02 -0.02
H -1.759 4.000 -2.745 -0.02 -0.05 0.03
H 1.379 -2.226 -5.549 0.00 -0.01 0.02
C 0.792 -1.691 3.862 -0.06 0.16 -0.17
C 1.773 3.323 1.506 -0.04 0.07 -0.12
C 0.093 -2.797 3.392 0.08 0.03 -0.14
C 6.402 1.448 0.053 -0.01 0.04 0.02
C 0.428 0.063 -4.958 -0.02 0.07 0.11
C 0.745 -1.999 -3.498 -0.05 -0.18 0.36
H 1.624 6.187 -0.420 -0.02 0.00 0.04
H -2.736 -2.944 2.485 -0.03 -0.02 -0.01
H 1.704 -3.082 -0.207 0.05 -0.07 0.08
H -0.596 -4.775 3.836 0.01 0.01 0.00
C 0.519 5.404 -2.684 -0.01 -0.08 0.03
H 1.584 -2.811 6.954 0.01 -0.01 -0.01
C 7.296 0.511 -0.448 0.01 -0.01 -0.01
C -3.281 -2.950 0.388 0.26 0.05 -0.20
C 1.329 -1.694 5.148 0.06 0.02 -0.07
H 1.500 2.164 -3.389 0.04 0.04 -0.03
C 2.713 0.013 2.434 -0.34 -0.25 -0.26
C 5.676 -1.235 -0.125 -0.01 0.06 -0.02
H -2.499 -4.670 -0.707 0.05 -0.03 0.05
H -2.289 3.257 3.894 0.00 -0.01 -0.01
H 0.934 3.609 2.142 0.01 -0.04 -0.02
H 1.843 -5.513 0.334 0.02 0.02 0.01
H 3.233 4.597 -1.358 0.05 -0.04 0.00
C 4.037 -2.970 2.236 -0.02 0.03 0.03
N -2.099 2.746 -0.182 0.12 0.07 0.04
C -3.407 3.180 -0.022 -0.14 -0.08 0.05
C 1.175 -2.810 5.953 0.05 0.04 0.08
C 1.773 4.088 0.171 0.09 -0.32 -0.12
O 0.085 -2.077 -1.199 0.11 -0.28 0.03
H 3.941 4.241 0.216 -0.01 0.02 0.02
H -3.626 -1.194 -4.561 -0.02 -0.03 0.00
C 4.093 -4.313 2.562 0.09 0.06 0.07
C -3.656 -0.920 -3.504 0.04 -0.04 0.10
P 0.927 -0.240 2.804 0.43 0.33 0.60
C 2.454 -4.797 0.869 -0.05 -0.08 0.05
H -4.895 -4.277 -0.233 -0.03 0.02 -0.01
C 0.701 -4.084 -2.239 -0.02 0.01 0.05
H -7.211 3.587 0.363 0.01 -0.01 -0.01
C 1.473 5.558 0.454 -0.01 0.02 -0.05
H -0.811 3.944 0.949 0.00 0.06 -0.01
C 0.794 3.000 5.281 0.10 0.00 0.03
C 6.933 -0.825 -0.541 0.02 -0.02 -0.01
C -0.867 1.716 3.458 -0.02 -0.08 -0.08
H -0.327 -2.776 2.395 0.05 -0.05 0.03
H 7.630 -1.550 -0.940 0.00 0.01 0.00
H -5.457 -2.720 0.391 -0.02 -0.02 0.04
C -5.123 -2.749 -2.610 0.05 0.03 0.03
H -1.494 1.220 2.724 -0.03 0.05 0.00
H -3.726 -1.565 2.030 0.01 0.04 0.00
H -4.634 -0.609 0.433 -0.06 -0.02 -0.01
C 1.540 3.252 -3.457 0.01 0.02 0.07
H 2.237 1.482 4.828 0.01 0.05 0.03
H 4.436 1.773 0.847 0.07 0.03 -0.01
H -3.181 -3.554 -4.245 0.00 0.01 -0.01
H -1.266 -3.705 0.122 0.02 -0.06 -0.01
C 3.304 -5.228 1.876 -0.04 -0.02 -0.02
H 5.385 -2.275 -0.203 0.04 -0.01 0.00
H 1.859 -0.826 5.521 -0.02 -0.02 0.05
```
Forces are in eV/Å.

The orbital gap is 7.067 eV. Its largest force on an atom is 1.6 eV/A. As for the molar mass: 1029.9 g mol⁻¹. The value obtained for the HOMO energy is -9.30 eV. The total charge is +1.



No. 5
This record from the Open Molecules 2025 dataset describes a cluster of 8 separate species, C38H41BrF7I2NO25P2S2 in total at a distorted geometry. The level of theory is ωB97M-V/def2-TZVPD.

The geometry in XYZ format:
```
119
Properties=species:S:1:pos:R:3:forces:R:3
P -4.216 -1.903 -6.043 -0.87 -2.02 0.55
H -2.782 -4.042 -3.073 0.14 -0.08 0.17
C -1.980 -0.337 -5.383 -0.24 -0.12 0.26
H 4.446 2.187 4.245 0.11 -0.17 0.00
C 4.847 0.639 1.543 0.09 -0.04 -0.11
C 8.443 5.048 5.120 0.14 0.09 -0.18
O 6.152 1.697 10.437 -0.17 0.02 -0.08
O -6.351 -0.131 1.371 0.09 0.23 0.23
C -2.792 -1.394 -4.984 0.02 0.88 -0.26
H -3.908 -1.396 1.041 -0.05 0.06 -0.10
O 3.562 1.056 1.362 0.07 -0.15 0.40
C 1.346 1.767 -0.940 -0.61 0.67 -0.57
H 9.188 5.014 4.330 -0.16 -0.01 -0.14
C -5.521 -0.638 -5.935 0.54 0.84 0.08
H -9.736 -4.627 0.933 -0.10 -0.08 -0.08
C 4.767 3.048 -4.489 0.08 -0.29 -0.18
H 3.914 3.151 9.536 -0.10 0.01 -0.13
O 0.441 2.097 -4.885 0.92 0.70 0.27
I 2.466 -0.410 -3.174 -0.11 0.23 -0.21
O 5.378 1.203 2.654 -0.16 0.04 -0.01
H -6.404 -0.972 -6.467 -0.03 -0.20 -0.24
C 0.498 0.134 -2.650 -0.12 -0.29 0.35
F 9.111 3.750 7.001 -0.09 0.00 0.01
C -0.616 -0.501 -3.402 0.43 0.00 0.02
O 3.838 3.504 -6.529 0.19 -0.02 0.16
C 3.140 1.659 2.586 0.11 0.11 -0.06
S -0.978 -2.395 -1.396 -0.54 -0.22 1.43
H 8.539 2.856 5.310 0.07 -0.04 0.08
N -0.774 1.211 -6.658 -0.12 0.33 -0.61
C -4.280 -2.797 -2.109 -0.20 0.23 -1.09
H -8.587 -6.458 -1.253 -0.06 -0.10 0.02
O 0.985 -1.258 5.824 0.16 0.03 0.08
H -3.754 -2.037 -1.546 0.02 -0.20 0.63
O 7.125 5.180 4.575 0.08 -0.12 0.11
C -8.909 -4.912 0.281 0.24 -0.01 0.26
H 6.129 1.354 8.396 -0.14 -0.02 -0.04
O 2.831 -0.016 5.684 -0.12 0.11 0.19
C -0.263 1.250 -5.302 -0.78 -1.18 -0.12
H 2.634 2.956 -4.920 -0.02 0.11 -0.16
Br -4.641 -4.345 -0.976 0.23 0.03 0.14
O -8.982 -2.883 -2.443 -0.05 0.05 -0.02
H 6.275 3.061 8.864 0.06 -0.01 0.18
F 2.278 2.666 2.306 0.02 -0.07 -0.10
F -4.944 0.432 -0.306 -0.09 0.07 -0.13
H 4.618 3.925 -3.856 0.05 -0.06 0.11
C -9.368 -5.820 -0.836 -0.28 0.10 0.05
H 2.711 -0.102 7.727 0.09 -0.02 0.08
H -8.108 -5.336 0.880 0.13 0.14 -0.10
H -5.793 -1.246 -2.165 -0.04 0.20 -0.18
C 5.076 1.080 10.983 0.12 -0.11 0.00
O 3.995 1.192 10.147 0.04 0.27 0.13
O -9.793 -4.896 -1.820 0.32 -0.08 -0.05
O -7.100 -1.170 3.233 -0.07 -0.05 -0.02
C 1.965 -1.882 6.672 -0.15 -0.09 0.03
O 1.081 0.467 4.368 -0.30 -0.29 0.15
I -1.716 1.575 -1.334 0.16 0.30 0.04
S 1.667 -0.606 -7.134 -0.15 0.15 0.06
H -0.609 -0.169 -8.661 -0.31 0.45 -0.06
H 0.933 2.709 -0.597 0.05 0.05 0.42
C 2.945 -0.750 6.888 0.18 -0.33 -0.03
C -3.665 -2.102 -7.773 0.28 0.79 -0.10
C -9.067 -3.753 -1.646 -0.07 0.08 0.08
H 2.639 0.923 3.219 0.02 0.28 -0.38
C 4.441 2.166 3.159 0.11 0.09 0.14
O 5.098 4.446 5.226 -0.02 0.03 0.09
H -2.684 -2.569 -7.774 0.12 -0.14 0.05
C 1.571 -0.212 5.210 -0.06 0.05 -0.10
C 0.292 1.063 -1.725 -0.16 -0.35 0.05
O -2.962 0.802 -7.311 -0.67 0.04 -0.89
H -3.613 -1.189 -8.360 0.02 0.10 -0.03
O -4.892 -0.998 2.823 -0.07 0.12 -0.13
O 5.782 3.323 -5.438 -0.17 0.29 0.07
H 0.891 -3.330 -0.430 -0.20 -0.33 0.01
H -6.441 -2.849 -2.212 -0.22 -0.06 -0.01
H 1.271 -2.865 -2.132 -0.08 -0.32 -0.11
H 1.702 1.171 -0.112 0.12 -0.07 0.13
C -3.393 -3.185 -3.323 0.27 -0.41 0.78
C 5.165 3.774 -6.573 -0.02 -0.10 -0.11
C 0.765 -2.596 -1.215 0.20 0.70 -0.18
C 4.301 2.190 9.194 0.08 -0.22 -0.09
F 5.142 2.003 -3.711 0.13 0.05 -0.02
F 3.710 1.868 8.014 -0.02 0.08 0.03
C -5.091 0.419 1.043 0.05 -0.36 -0.04
H -5.033 1.442 1.420 0.01 0.06 -0.15
C 8.332 3.754 5.894 0.04 0.14 0.21
O 5.415 -0.122 0.835 0.01 0.03 -0.05
H -3.198 -0.089 2.011 -0.05 -0.04 0.17
C 3.590 2.701 -5.367 -0.41 0.04 0.07
H -5.704 -2.238 -3.661 0.00 0.13 -0.18
H 4.698 3.156 2.781 -0.14 0.01 -0.07
C -2.062 0.565 -6.587 0.74 -0.47 1.16
C 6.276 4.467 5.347 -0.05 0.13 0.02
H 8.651 5.892 5.779 0.00 -0.08 0.12
C -6.205 -0.809 2.549 0.06 -0.17 -0.02
H -4.050 -3.500 -4.119 0.03 0.14 -0.32
O 6.968 3.754 6.285 0.02 -0.15 -0.27
C -0.921 0.097 -4.618 0.02 -0.22 0.25
F -10.418 -6.594 -0.465 0.00 0.04 -0.05
C -4.130 -0.550 1.695 0.22 0.00 0.08
F 4.218 -1.200 7.016 0.00 0.08 -0.04
C 5.808 2.112 9.111 0.21 0.17 -0.04
H 0.802 1.587 -8.588 -0.41 0.17 -0.05
H 3.583 1.646 -5.645 0.12 -0.02 0.07
O -1.409 -1.490 -0.360 0.13 0.49 -0.13
H -4.354 -2.781 -8.262 -0.15 -0.16 0.05
C -1.378 -1.608 -2.971 0.03 0.11 -1.06
H -5.233 0.354 -6.274 0.00 0.07 -0.22
P 0.272 0.537 -7.832 1.07 -0.41 0.13
O -1.545 -3.707 -1.296 0.14 -0.41 -0.81
O -8.450 -3.766 -0.440 -0.13 -0.09 -0.13
H 1.512 -2.243 7.590 -0.19 0.12 -0.06
O 5.062 0.531 12.028 -0.03 -0.07 0.00
H 2.426 -2.717 6.143 0.10 0.07 -0.03
C -2.482 -2.055 -3.757 -0.43 0.11 -0.36
H 1.158 -1.651 -0.864 0.10 0.11 0.05
C -5.633 -2.237 -2.582 0.17 -0.02 0.57
H 2.151 2.033 -1.619 0.37 -0.19 0.07
O 5.715 4.329 -7.461 0.05 -0.03 -0.03
H -5.810 -0.540 -4.894 -0.01 -0.09 0.19
```
Forces are in eV/Å.

The orbital gap is 6.958 eV. Its largest force on an atom is 2.3 eV/A. As for the molar mass: 1504.5 g mol⁻¹. As for the SMILES: C/C(I)=C(\I)c1c2c(c(P(C)C)c(C[C@@H](C)Br)c1S(C)(=O)=O)C(=O)N([PH2]=S)C2=O.O=C1OC[C@@H](F)O1.O=C1OC[C@@H](F)O1.O=C1OC[C@@H](F)O1.O=C1OC[C@@H](F)O1.O=C1OC[C@@H](F)O1.O=C1OC[C@@H](F)O1.O=C1OC[C@@H](F)O1. The value obtained for the HOMO energy is -8.20 eV.



No. 6
This record from the Open Molecules 2025 dataset describes an isolated molecule of C6H14Br2Si at a distorted geometry. The level of theory is ωB97M-V/def2-TZVPD.

The geometry in XYZ format:
```
23
Properties=species:S:1:pos:R:3:forces:R:3
H -0.162 0.414 3.030 -2.03 0.27 0.89
H 1.017 1.368 2.325 0.53 0.53 -0.28
H -1.942 0.937 -0.133 0.36 1.18 0.21
C 0.479 0.451 2.204 1.77 -1.69 0.26
H 1.694 0.014 -2.793 0.84 -0.48 -0.49
C -0.188 0.207 0.839 -0.43 -0.94 2.40
Si 1.271 0.112 -0.413 0.33 -0.71 0.49
H 0.634 1.342 -2.551 -0.11 -1.11 0.72
H -0.317 -0.996 -3.408 -0.20 -1.57 -2.73
H -0.209 -1.531 -1.663 -0.12 -0.46 -0.86
H 1.119 -0.413 2.560 0.07 0.89 -1.03
H -0.623 2.215 0.531 -1.62 -0.47 -0.49
H -1.321 -0.231 -2.196 1.46 -0.82 -0.33
C -0.861 -1.191 0.971 -1.76 1.53 -0.39
Br 2.802 1.631 0.036 0.17 0.09 0.10
H -1.543 -1.272 1.851 0.61 0.39 -0.41
H -1.516 -1.282 0.096 0.08 -0.51 0.10
Br 2.489 -2.148 0.102 -1.24 2.17 -0.66
H -0.170 -1.978 1.017 0.93 -1.14 -0.02
C -1.291 1.308 0.692 2.61 -0.20 -2.27
C 0.840 0.279 -2.217 -0.82 0.44 0.49
H -1.889 1.514 1.545 -0.28 -0.36 1.03
C -0.315 -0.751 -2.425 -1.14 2.99 3.27
```
Forces are in eV/Å.

The orbital gap is 10.115 eV. Its largest force on an atom is 4.6 eV/A. As for the molar mass: 274.1 g mol⁻¹. As for the SMILES: CC[Si](Br)(Br)C(C)(C)C. The value obtained for the HOMO energy is -9.98 eV.